(1)
Computed, not measured: a cluster of 2 separate species, CH2N2O2 in total at a distorted geometry, with the ωB97M-V functional and the def2-TZVPD basis.

XYZ file:
```
7
Properties=species:S:1:pos:R:3:mulliken_charge:R:1
C -0.118 0.191 0.092 -0.270
N 0.382 1.366 0.054 0.328
N 0.841 2.416 -0.276 0.115
O 0.933 3.536 0.129 -0.482
O 2.358 1.554 -1.710 -0.219
H 0.323 -0.470 0.792 0.281
H -1.120 0.199 -0.406 0.247
```

highest occupied orbital energy (spin up / spin down) = -9.2 / -9.2 eV
frontier orbital gap (spin up / spin down) = 7.4 / 7.6 eV
ΔE to the lowest compared entry with this formula, charge and spin = 1017.7 kJ/mol
LUMO (spin up / spin down) = -1.816 / -1.591 eV
2S+1 = 1

---

(2)
Computed, not measured: a structure of composition C54H54FeN3OP3 at a distorted geometry, with the ωB97M-V functional and the def2-TZVPD basis.

XYZ file:
```
116
Properties=species:S:1:pos:R:3:mulliken_charge:R:1
Fe -0.389 -0.182 -0.707 -0.278
C 2.459 -0.884 1.066 -2.990
N 1.969 -1.890 1.970 1.341
C 0.608 -2.365 1.859 -2.921
P -0.651 -1.017 1.614 2.614
C -2.192 -1.930 1.964 -0.340
C -3.196 -1.344 2.736 -0.408
C -4.394 -2.016 2.951 -0.675
C -4.596 -3.276 2.401 -0.602
C -3.600 -3.864 1.632 -0.843
C -2.406 -3.192 1.406 -0.265
C -0.389 0.022 3.070 0.277
C -0.232 -0.554 4.333 -0.820
C -0.014 0.254 5.436 -0.827
C 0.037 1.639 5.291 -0.726
C -0.130 2.217 4.042 -0.667
C -0.341 1.404 2.935 0.331
C 2.753 -2.236 3.104 0.385
C 2.662 -3.511 3.655 -0.315
C 3.417 -3.844 4.772 -0.862
C 4.293 -2.926 5.333 -0.569
C 4.398 -1.664 4.771 -0.807
C 3.624 -1.312 3.671 -0.086
P 1.844 -1.143 -0.660 1.423
C 3.087 -0.314 -1.694 0.785
C 3.690 -0.966 -2.768 -0.655
C 4.611 -0.289 -3.561 -0.927
C 4.931 1.033 -3.290 -0.612
C 4.326 1.692 -2.226 -0.792
C 3.403 1.023 -1.437 -0.185
C 2.034 -2.905 -0.975 0.386
C 3.154 -3.601 -0.525 -0.496
C 3.271 -4.956 -0.791 -0.858
C 2.279 -5.618 -1.508 -0.552
C 1.160 -4.931 -1.958 -0.744
C 1.036 -3.575 -1.686 -0.207
H 3.546 -0.905 1.044 1.160
H 2.162 0.144 1.344 0.802
H 0.328 -2.870 2.777 1.178
H 0.477 -3.081 1.041 0.410
H -3.039 -0.369 3.185 0.466
H -5.165 -1.559 3.562 0.460
H -5.524 -3.806 2.584 0.430
H -3.751 -4.852 1.210 0.485
H -1.645 -3.662 0.791 0.379
H -0.274 -1.631 4.461 0.382
H 0.117 -0.195 6.413 0.483
H 0.206 2.265 6.160 0.429
H -0.098 3.295 3.924 0.506
H -0.475 1.851 1.963 0.082
H 2.014 -4.253 3.199 0.493
H 3.337 -4.841 5.191 0.421
H 4.889 -3.193 6.196 0.425
H 5.075 -0.935 5.200 0.413
H 3.693 -0.308 3.264 0.382
H 3.460 -2.004 -2.979 0.450
H 5.088 -0.805 -4.387 0.455
H 5.657 1.551 -3.906 0.454
H 4.572 2.725 -2.013 0.512
H 2.930 1.545 -0.612 0.239
H 3.932 -3.093 0.036 0.401
H 4.138 -5.500 -0.435 0.477
H 2.381 -6.677 -1.716 0.410
H 0.389 -5.451 -2.513 0.462
H 0.154 -3.035 -2.019 0.332
N 0.134 0.259 -3.143 0.085
C 0.755 1.531 -3.380 0.235
C 1.597 1.717 -4.466 -0.976
C 2.157 2.962 -4.702 -0.767
C 1.872 4.030 -3.861 -0.946
C 1.058 3.837 -2.758 -0.754
C 0.505 2.583 -2.494 0.182
P -0.348 2.227 -0.937 3.157
C 0.165 3.600 0.138 0.272
C 1.345 3.486 0.874 0.219
C 1.798 4.542 1.653 -1.002
C 1.064 5.721 1.710 -0.775
C -0.118 5.838 0.989 -0.743
C -0.569 4.784 0.206 -0.868
C -2.128 2.519 -1.198 0.515
C -3.004 2.185 -0.163 -0.150
C -4.362 2.449 -0.282 -0.564
C -4.855 3.037 -1.444 -0.782
C -3.988 3.365 -2.479 -0.849
C -2.624 3.114 -2.353 -0.802
H 0.615 -0.479 -3.647 0.465
H -0.829 0.251 -3.455 -0.327
H 1.808 0.886 -5.133 0.502
H 2.812 3.100 -5.555 0.480
H 2.302 5.006 -4.052 0.470
H 0.887 4.657 -2.068 0.534
H 1.913 2.561 0.856 0.305
H 2.716 4.441 2.221 0.477
H 1.411 6.546 2.321 0.415
H -0.694 6.755 1.036 0.456
H -1.495 4.891 -0.349 0.466
H -2.624 1.738 0.753 0.341
H -5.033 2.209 0.535 0.508
H -5.915 3.258 -1.535 0.443
H -4.368 3.836 -3.378 0.472
H -1.947 3.389 -3.157 0.462
C -5.534 -0.661 -2.950 -0.887
N -4.067 -0.563 -2.863 0.253
C -3.300 -0.198 -4.056 -0.841
C -3.432 -0.767 -1.719 0.041
C -4.234 -1.147 -0.516 -0.324
O -2.165 -0.696 -1.687 -0.080
H -5.824 -0.586 -3.991 0.334
H -6.017 0.145 -2.399 0.312
H -5.887 -1.617 -2.570 0.340
H -3.988 -0.010 -4.873 0.447
H -2.628 -1.006 -4.348 0.268
H -2.728 0.711 -3.881 0.176
H -5.127 -0.531 -0.418 0.515
H -3.624 -1.046 0.373 -0.813
H -4.551 -2.190 -0.601 0.613
```

highest occupied orbital energy (spin up / spin down) = -12.0 / -12.0 eV
frontier orbital gap (spin up / spin down) = 8.0 / 6.8 eV
LUMO (spin up / spin down) = -4.026 / -5.277 eV
2S+1 = 5
total charge = +2

---

(3)
Computed, not measured: a structure of composition C6H5NNaO6 at a distorted geometry, with the ωB97M-V functional and the def2-TZVPD basis.

XYZ file:
```
19
Properties=species:S:1:pos:R:3:mulliken_charge:R:1
C -1.355 -0.211 -2.533 -1.079
C -0.444 0.742 -1.789 -0.267
O 0.690 0.031 -1.228 -0.387
C 0.740 -0.149 0.070 0.379
C -0.181 -0.356 1.035 0.955
O -1.513 -0.443 0.926 -0.392
N -2.295 0.459 1.902 0.326
O -1.826 1.490 1.997 -0.169
C 0.499 -0.554 2.314 0.327
O 0.090 -0.779 3.395 -0.461
O 1.896 -0.459 2.055 -0.470
C 2.082 -0.209 0.715 0.198
O 3.169 -0.105 0.221 -0.609
H -2.002 -0.755 -1.851 0.290
H -1.926 0.307 -3.296 0.373
H -0.719 -0.951 -3.018 0.304
H -0.044 1.473 -2.486 0.355
H -0.964 1.296 -1.010 0.300
Na 4.103 -0.826 2.580 1.027
```

highest occupied orbital energy = -13.2 eV
frontier orbital gap = 8.7 eV
LUMO = -4.512 eV
2S+1 = 1
total charge = +1

---

(4)
Computed, not measured: a structure of composition C54H41ClF10N5OPTi at a distorted geometry, with the ωB97M-V functional and the def2-TZVPD basis.

XYZ file:
```
114
Properties=species:S:1:pos:R:3:mulliken_charge:R:1
Ti 1.113 -0.570 -0.106 -1.149
Cl 3.292 4.718 -4.674 -0.237
C 2.999 3.368 -3.639 0.093
C 3.406 2.096 -4.034 -1.000
C 3.176 1.017 -3.213 -0.661
C 2.485 1.162 -1.993 0.267
O 2.254 0.166 -1.195 0.956
C 2.044 2.457 -1.626 0.131
C 1.232 2.717 -0.467 -2.086
N 0.334 1.976 0.100 2.737
C -0.537 2.757 0.888 -1.421
C -0.891 4.006 0.388 0.569
C -1.525 4.983 1.157 -1.217
C -1.836 4.719 2.459 -1.265
C -1.696 3.407 2.947 1.526
C -2.196 3.058 4.216 -1.228
C -2.179 1.750 4.602 -1.534
C -1.657 0.812 3.704 -0.211
N -1.111 1.097 2.549 1.256
C -1.098 2.382 2.150 -0.486
C 2.353 3.556 -2.438 -1.191
H 3.903 1.961 -4.981 0.466
H 3.499 0.038 -3.527 0.551
H 1.339 3.756 -0.127 0.939
H -0.669 4.238 -0.644 0.398
H -1.727 5.948 0.719 0.507
H -2.239 5.480 3.110 0.489
H -2.608 3.831 4.846 0.521
H -2.553 1.429 5.560 0.494
H -1.686 -0.229 3.992 0.489
H 2.038 4.548 -2.152 0.477
C -1.760 -2.133 0.174 -1.038
N -0.391 -2.145 0.692 1.172
C 0.195 -3.456 0.386 -1.141
C 1.711 -3.398 0.526 -0.838
N 2.132 -2.213 -0.190 0.827
C 3.484 -1.999 -0.276 -0.171
C 4.098 -1.934 -1.537 0.384
F 3.303 -2.145 -2.603 -0.407
C 5.444 -1.659 -1.705 0.496
F 5.981 -1.622 -2.931 -0.362
C 6.246 -1.448 -0.584 0.582
F 7.548 -1.181 -0.728 -0.320
C 5.680 -1.520 0.686 0.215
F 6.436 -1.301 1.768 -0.344
C 4.333 -1.808 0.825 0.016
F 3.780 -1.823 2.055 -0.348
C -0.495 -1.928 2.141 -1.254
C 0.746 -1.321 2.790 -1.434
N 1.333 -0.288 1.951 1.774
C 1.821 0.809 2.537 -0.254
C 1.528 1.408 3.802 0.165
F 0.837 0.762 4.777 -0.509
C 1.904 2.702 4.124 0.490
F 1.479 3.219 5.289 -0.415
C 2.683 3.474 3.271 0.593
F 2.969 4.757 3.554 -0.367
C 3.176 2.859 2.125 0.298
F 4.024 3.515 1.315 -0.429
C 2.787 1.574 1.826 -0.287
F 3.380 0.952 0.761 -0.339
H -2.380 -2.889 0.676 0.599
H -1.756 -2.344 -0.893 0.469
H -2.204 -1.152 0.339 -0.769
H -0.043 -3.696 -0.655 0.445
H -0.229 -4.240 1.034 0.358
H 2.156 -4.293 0.061 0.540
H 2.002 -3.403 1.586 0.332
H -0.760 -2.872 2.647 0.057
H -1.309 -1.218 2.280 0.336
H 1.508 -2.085 2.988 0.599
H 0.438 -0.949 3.767 0.797
C -1.077 2.874 -3.607 -1.084
C -2.462 3.283 -3.206 0.517
C -3.031 4.394 -3.813 -0.645
C -4.295 4.839 -3.469 -0.755
C -5.020 4.147 -2.517 -0.883
C -4.473 3.032 -1.910 -1.009
C -3.195 2.585 -2.237 0.548
P -2.398 1.175 -1.362 2.252
C -3.816 0.631 -0.286 -0.192
C -3.894 1.481 0.822 -1.092
C -4.760 1.262 1.872 -0.971
C -5.576 0.146 1.843 -1.156
C -5.529 -0.693 0.748 -0.942
C -4.674 -0.477 -0.331 1.233
C -4.785 -1.434 -1.477 -1.138
C -2.331 -0.052 -2.726 0.230
C -3.288 -0.121 -3.728 -0.851
C -3.268 -1.155 -4.647 -0.621
C -2.300 -2.143 -4.536 -0.993
C -1.296 -2.033 -3.596 0.011
C -1.236 -0.942 -2.718 -0.064
C 0.007 -0.615 -2.014 0.877
H -0.852 3.226 -4.612 0.684
H -0.963 1.792 -3.588 -0.064
H -0.336 3.302 -2.931 -0.062
H -2.464 4.923 -4.566 0.478
H -4.710 5.715 -3.944 0.386
H -6.013 4.470 -2.242 0.449
H -5.055 2.499 -1.174 0.532
H -3.257 2.354 0.836 0.791
H -4.789 1.945 2.708 0.534
H -6.251 -0.064 2.659 0.404
H -6.184 -1.553 0.717 0.406
H -5.446 -2.257 -1.212 0.493
H -3.823 -1.843 -1.765 0.145
H -5.209 -0.932 -2.344 0.267
H -4.051 0.643 -3.782 0.618
H -4.006 -1.200 -5.433 0.424
H -2.301 -2.974 -5.224 0.427
H -0.495 -2.761 -3.576 0.491
H 0.151 0.459 -2.181 -1.026
H 0.810 -1.168 -2.525 0.650
```

highest occupied orbital energy = -7.4 eV
frontier orbital gap = 6.7 eV
ΔE to the lowest compared entry with this formula, charge and spin = 228.3 kJ/mol
LUMO = -0.683 eV
2S+1 = 1

---

(5)
Computed, not measured: a cluster of 2 separate species, C2H8N2O2 in total at a distorted geometry, with the ωB97M-V functional and the def2-TZVPD basis.

XYZ file:
```
14
Properties=species:S:1:pos:R:3:mulliken_charge:R:1
O 1.125 1.297 -1.185 -0.436
C 2.001 2.032 -0.883 0.247
O 1.721 3.378 -0.707 -0.455
H 3.063 1.855 -0.684 0.284
H 2.173 3.802 0.046 0.338
N -1.598 -1.972 -0.592 -0.536
C -1.173 -1.786 0.790 -0.414
N -0.600 -0.498 1.148 -0.553
H -1.994 -1.154 -1.009 0.210
H -0.899 -2.456 -1.144 0.227
H -2.029 -1.952 1.439 0.318
H -0.451 -2.564 1.042 0.306
H -0.021 -0.168 0.399 0.222
H -1.320 0.186 1.340 0.241
```

highest occupied orbital energy = -8.5 eV
frontier orbital gap = 9.1 eV
ΔE to the lowest compared entry with this formula, charge and spin = 146.3 kJ/mol
LUMO = 0.548 eV
2S+1 = 1
SMILES = O=CO.NCN

---

(6)
Computed, not measured: the molecule C5H7NS at a distorted geometry, with the ωB97M-V functional and the def2-TZVPD basis.

XYZ file:
```
14
Properties=species:S:1:pos:R:3:mulliken_charge:R:1
N 0.902 2.109 0.300 -0.629
C 0.380 1.119 -0.734 0.191
C -1.052 1.002 -0.282 -0.512
C -1.430 0.017 0.515 -0.147
S -0.617 -1.520 0.665 -0.182
C 1.001 -1.294 -0.237 -0.309
C 1.134 -0.148 -0.930 -0.283
H 1.211 1.678 1.164 0.301
H 1.786 2.517 -0.283 0.272
H 0.483 1.535 -1.801 0.307
H -1.385 2.032 -0.551 0.279
H -2.462 0.048 1.067 0.256
H 1.792 -2.068 -0.466 0.326
H 1.943 -0.351 -1.860 0.131
```

highest occupied orbital energy = -8.1 eV
frontier orbital gap = 9.0 eV
ΔE to the lowest compared entry with this formula, charge and spin = 293.2 kJ/mol
LUMO = 0.828 eV
2S+1 = 1
SMILES = NC1C=CSC=C1